{"formula": "C4H6O2S", "method": "the ωB97M-V functional and the def2-TZVPD basis", "elements": ["S", "O", "O", "C", "C", "C", "C", "H", "H", "H", "H", "H", "H"], "positions_angstrom": [[0.99138, 0.30954, 0.89047], [-1.95647, -0.65194, 0.48235], [-3.54284, 0.86835, 0.98034], [1.00401, -1.62668, -0.98224], [0.88718, -0.22442, -0.64635], [-2.81510, 0.03283, 0.79601], [0.52613, 1.91830, 1.02863], [0.34364, 2.57888, 0.24288], [0.46296, 0.32356, -1.40352], [0.09230, -2.14472, -1.38262], [1.67892, -1.77446, -1.71037], [1.33056, -2.11094, -0.08074], [0.99732, 2.50169, 1.78516]], "lowdin_spin": [0.41, 0.01, 0.00, 0.10, 0.61, 0.00, 0.69, 0.04, 0.03, 0.03, 0.02, 0.00, 0.04], "s2": 2.0083, "relative_energy_kcal_mol": 7.5, "total_charge": 0, "spin_multiplicity": 3, "energy_ha": -704.546580}